The following is a DFT calculation (ωB97M-V/def2-TZVPD) of a molecular structure, C5H10N2O in a non-equilibrium geometry.

Last column: Löwdin charge in e.
CARTESIAN COORDINATES (ANGSTROEM)
O  2.37561  -1.42145  0.25747  -0.203
N  -0.54672  -0.04194  -0.76368  -0.127
N  -0.70424  -1.37333  -0.39398  -0.019
C  2.16563  -0.04498  -0.16304  -0.299
C  -0.02349  1.73141  -0.08009  -0.246
C  0.65603  0.40829  0.09220  -0.364
C  -2.02563  -1.77329  0.21062  0.024
C  -1.39044  1.01202  0.13335  -0.148
H  -2.43061  1.72554  -0.27534  0.168
H  2.56585  0.24145  -1.11659  0.082
H  0.33114  2.41911  0.84167  0.147
H  -1.44837  0.69653  1.39624  0.174
H  -2.29309  -2.81595  0.52614  0.047
H  0.66486  0.17248  1.23463  0.147
H  2.80553  0.60621  0.57563  0.142
H  0.30731  1.87656  -1.17928  0.140
H  -2.88982  -1.34414  -0.15957  -0.003
H  1.88046  -2.07451  -1.13638  0.338

Highest occupied orbital energy ... -8.897 eV
HOMO-LUMO gap ... 8.202 eV

The following is a DFT calculation (ωB97M-V/def2-TZVPD) of a molecular structure, C20H25O11OsP2 in a non-equilibrium geometry.

Last column: Löwdin spin population.
CARTESIAN COORDINATES (ANGSTROEM)
Os  0.86707  0.09299  -0.17497  2.370
P  0.66080  -2.00036  -2.72433  0.017
P  -0.85678  0.37747  -3.24945  0.437
O  1.32529  -3.00771  -3.53565  0.013
O  -6.51122  -3.05673  0.33271  0.003
O  0.12074  -0.80154  -3.74213  0.101
O  -0.27660  -1.88146  0.91192  0.116
O  -0.68336  -2.46098  -2.01059  0.005
O  0.23775  1.28223  -2.32130  0.190
O  1.46199  -1.22741  -1.69009  0.070
O  -1.11263  -0.06826  0.07036  0.097
O  1.43693  1.50842  -3.02251  0.009
O  -1.91988  -0.01659  -2.33059  0.280
O  -6.13392  -0.84961  -0.14971  -0.001
C  3.88175  -1.00241  0.94863  0.004
C  0.46036  3.68338  0.37165  -0.001
C  -3.69281  -0.91208  0.19111  0.003
C  3.01452  0.21951  0.85746  0.032
C  3.06330  3.57335  -0.96616  0.019
C  -4.95811  -1.44274  0.16334  0.000
C  1.39019  2.53436  0.60969  0.016
C  -0.00739  1.81866  2.61252  0.005
C  -2.89176  -3.12835  0.84279  0.006
C  -1.27667  -1.26061  0.51983  0.021
C  1.89555  -0.37952  3.07047  0.005
C  2.01622  0.48003  1.84797  0.015
C  2.56944  2.42280  -0.15208  0.119
C  4.36820  0.98198  -1.14940  -0.002
C  -4.16807  -3.66593  0.79091  0.001
C  -2.65537  -1.78236  0.54578  0.003
C  -7.12992  -1.83737  -0.02060  0.000
C  1.10740  1.56612  1.62918  0.017
C  3.27481  1.19250  -0.14971  0.005
C  -5.19493  -2.80407  0.45548  0.005
H  -3.48654  0.11182  -0.06486  0.000
H  2.73091  4.51457  -0.53912  0.002
H  -7.84108  -1.54543  0.76962  0.000
H  0.66201  4.50184  1.06319  -0.001
H  1.55886  0.70481  -3.56624  0.004
H  -1.04886  -3.21291  -2.47524  0.000
H  4.85696  -0.73719  1.35828  0.001
H  -0.57219  3.37022  0.49679  -0.001
H  1.60407  0.21594  3.93155  0.001
H  -4.36345  -4.70788  0.98360  0.000
H  -7.67169  -1.95692  -0.97199  0.000
H  3.43153  -1.77011  1.56792  0.001
H  2.83676  -0.86590  3.30411  0.000
H  4.03619  -1.43765  -0.03548  0.000
H  4.19441  1.57989  -2.03860  0.000
H  0.33531  1.66033  3.63183  0.001
H  -0.37879  2.83445  2.54110  0.000
H  1.13554  -1.14900  2.92396  0.000
H  0.57009  4.05281  -0.64262  0.000
H  -0.83902  1.13630  2.43624  0.001
H  4.14963  3.57730  -0.99636  0.002
H  2.69806  3.51368  -1.99151  0.007
H  5.33165  1.26143  -0.72151  -0.001
H  4.43184  -0.05870  -1.45431  0.000
H  -2.04510  -3.74143  1.10711  0.001

Charge ... +1
Highest occupied orbital energy (alpha / beta) ... -10.471 / -10.464 eV
HOMO-LUMO gap (alpha / beta) ... 6.261 / 4.989 eV
2S+1 ... 5